Entry 1:
{
  "formula": "C26H41CeN2O2P2",
  "method": "ωB97M-V/def2-TZVPD",
  "elements": ["C", "C", "N", "C", "C", "C", "C", "P", "Ce", "P", "C", "C", "C", "C", "C", "C", "C", "O", "O", "H", "H", "H", "C", "C", "H", "H", "H", "H", "C", "C", "H", "H", "H", "H", "H", "H", "H", "H", "H", "H", "H", "H", "H", "H", "H", "H", "H", "H", "H", "H", "H", "H", "C", "N", "C", "C", "C", "C", "C", "C", "C", "C", "H", "H", "H", "H", "H", "H", "H", "H", "H", "H", "H", "H"],
  "xyz": [[3.3551, 2.2521, -1.3838], [2.2371, 1.7529, -0.7018], [1.8649, 0.4416, -0.8727], [2.4721, -0.3189, -1.8160], [3.5239, 0.1808, -2.5737], [3.9988, 1.4683, -2.3319], [1.4148, 2.6939, 0.0811], [0.2132, 2.1824, 1.3545], [0.2892, -0.5811, 0.7793], [0.2534, -2.1370, -1.5801], [2.0156, -1.7488, -2.0442], [-2.0117, -0.7072, 1.2694], [-1.8376, -1.0345, 2.6148], [-2.9114, -1.6853, 3.2761], [-4.1045, -1.9044, 2.5874], [-4.2627, -1.4865, 1.2548], [-3.2001, -0.8815, 0.5695], [-0.0069, 3.5714, -1.8092], [-0.5759, 1.4583, -2.9531], [3.6584, 3.2792, -1.1753], [3.9711, -0.4629, -3.3309], [4.8419, 1.8672, -2.8939], [1.1379, 2.3610, 2.9221], [-0.9689, 3.5592, 1.4071], [2.1123, -1.9993, -3.1128], [2.6765, -2.4335, -1.4876], [0.6436, 3.2759, -0.9304], [1.9892, 3.5666, 0.4318], [0.2880, -3.9401, -1.2707], [-0.5481, -1.9942, -3.2062], [-0.9280, -0.7841, 3.1859], [-2.7940, -2.0180, 4.3112], [-4.9340, -2.4009, 3.0951], [-5.2190, -1.6418, 0.7481], [-3.2989, -0.5536, -0.4691], [-1.9707, 1.2044, -2.0272], [-0.9708, 1.6337, -3.8318], [-0.3507, 2.4249, -2.5164], [0.4609, 4.2693, -2.2937], [-2.5719, 1.1041, -1.4924], [1.3238, 3.4322, 3.0975], [0.5335, 1.9558, 3.7498], [2.0925, 1.8141, 2.8803], [-0.5898, 4.3534, 2.0682], [-1.1277, 3.9524, 0.3915], [-1.9295, 3.1866, 1.7931], [-0.0821, -2.6775, -3.9357], [-1.6132, -2.2510, -3.0987], [-0.4748, -0.9514, -3.5532], [0.8335, -4.4648, -2.0717], [0.7320, -4.1807, -0.2881], [-0.7521, -4.3020, -1.2429], [-0.9446, -5.6005, 1.7190], [0.3652, -4.9495, 1.8130], [1.4255, -5.9257, 2.0349], [0.3625, -3.8395, 2.7623], [1.6580, -3.0672, 2.7771], [2.7101, -3.5026, 3.5894], [3.9666, -2.8912, 3.5199], [4.1712, -1.7994, 2.6733], [3.0910, -1.3045, 1.9024], [1.8420, -1.9235, 1.9865], [-0.8798, -6.4324, 1.0022], [-1.6982, -4.8787, 1.3684], [-1.2739, -6.0063, 2.6962], [2.4067, -5.4739, 1.8545], [1.4080, -6.3296, 3.0655], [1.2755, -6.7593, 1.3345], [-0.4804, -3.1817, 2.4943], [0.1522, -4.2252, 3.7813], [2.5613, -4.3474, 4.2653], [4.7898, -3.2679, 4.1242], [5.1537, -1.3225, 2.6007], [3.2381, -0.4341, 1.2358]],
  "forces_ev_per_angstrom": [[0.51, -0.11, -0.53], [-0.81, 0.26, 0.71], [-0.37, 0.13, -0.03], [0.43, 0.45, -0.42], [-0.26, -0.67, 0.00], [-0.36, 0.54, 0.53], [1.01, -1.00, 1.13], [1.25, 0.79, -0.85], [-0.34, -0.14, 0.58], [0.54, -0.56, -1.07], [0.07, -0.14, 0.22], [1.79, 0.49, -0.20], [-1.51, -0.59, -0.18], [0.47, 0.31, -0.04], [0.17, 0.07, -0.06], [0.14, 0.13, -0.14], [-0.61, -0.46, 0.55], [0.15, 1.09, 0.05], [0.43, 0.86, -0.80], [-0.01, -0.34, -0.17], [-0.07, 0.24, 0.19], [-0.18, -0.12, 0.13], [-0.19, -0.12, 0.47], [-0.64, -0.02, 0.07], [0.11, 0.08, 0.36], [-0.18, 0.14, -0.10], [-0.57, 0.00, -0.85], [-0.07, -0.29, -0.16], [0.02, -0.13, 0.04], [-0.53, 0.24, -0.09], [-0.03, -0.25, -0.18], [-0.15, 0.19, -0.31], [0.28, 0.15, -0.16], [0.31, 0.02, 0.20], [0.03, -0.20, 0.40], [-1.22, -0.29, 1.19], [0.39, -0.05, 0.72], [-0.17, -1.25, -0.78], [-0.27, -0.26, 0.07], [0.64, 0.13, -0.63], [0.08, -0.39, 0.03], [0.26, 0.24, -0.09], [-0.30, 0.19, 0.00], [-0.12, -0.25, -0.26], [0.09, -0.21, 0.33], [0.25, 0.27, -0.05], [-0.11, 0.22, 0.36], [0.31, 0.10, -0.12], [-0.01, -0.32, 0.16], [-0.21, 0.20, 0.22], [-0.15, 0.14, -0.34], [0.31, 0.10, -0.07], [0.21, 0.17, 0.17], [-0.02, -0.05, -0.46], [-0.16, -0.03, 0.06], [-0.35, -0.32, 0.25], [0.43, -0.01, 0.44], [0.07, 0.05, -0.22], [-0.14, 0.37, -0.22], [-0.28, 0.24, -0.38], [0.41, -0.22, 0.54], [-0.71, 0.26, -0.54], [-0.09, 0.31, 0.21], [0.18, -0.19, 0.12], [0.01, 0.06, -0.24], [-0.18, -0.16, 0.03], [0.03, -0.01, -0.18], [0.16, 0.24, 0.22], [0.23, -0.20, 0.07], [0.02, 0.15, -0.07], [0.03, 0.20, -0.21], [-0.19, 0.10, -0.10], [-0.36, -0.23, 0.07], [0.07, -0.33, 0.38]],
  "mulliken_charge": [-1.050, 0.548, 1.067, 0.601, -0.802, -0.742, -1.225, 1.254, -0.540, 1.272, -1.621, 1.566, -0.892, -0.522, -0.684, -0.533, -0.633, -0.776, -0.605, 0.517, 0.516, 0.417, -1.372, -1.232, 0.613, 0.399, 0.152, 0.503, -1.279, -1.296, 0.475, 0.432, 0.404, 0.415, 0.247, 0.078, 0.220, 0.365, 0.255, -0.082, 0.488, 0.376, 0.312, 0.397, 0.340, 0.383, 0.452, 0.417, 0.325, 0.514, 0.151, 0.392, -1.182, 0.462, -0.958, -0.274, -0.093, -0.221, -0.677, -0.924, -0.544, 1.010, 0.367, 0.257, 0.372, 0.266, 0.307, 0.330, -0.634, 0.523, 0.446, 0.399, 0.440, 0.355],
  "de_lowest_kj_mol": 0.00,
  "charge": 1,
  "orbital_gap_ev": [6.090, 6.159],
  "e_lumo_ev": [-4.04, -3.97],
  "max_force_ev_per_a": 1.9,
  "homo_ev": [-10.1, -10.1]
}

=====

Entry 2:
{
  "formula": "C16H13ClN4O3",
  "method": "ωB97M-V/def2-TZVPD",
  "elements": ["C", "C", "O", "C", "O", "C", "C", "C", "C", "C", "C", "C", "C", "N", "N", "C", "N", "N", "C", "O", "C", "C", "C", "Cl", "H", "H", "H", "H", "H", "H", "H", "H", "H", "H", "H", "H", "H"],
  "xyz": [[5.4137, 3.2369, 0.3846], [5.4111, 1.7661, 0.0139], [4.0727, 1.2767, 0.1211], [3.8871, -0.0021, -0.2296], [4.7778, -0.7136, -0.6155], [2.4571, -0.3995, -0.0927], [1.4746, 0.5833, -0.1074], [0.1241, 0.2576, -0.0097], [-0.8886, 1.2915, -0.0293], [-0.7942, 2.6715, -0.0257], [-2.1041, 3.1612, -0.0381], [-2.9371, 2.0558, -0.0470], [-4.3662, 2.0044, -0.1062], [-5.1550, 0.9977, -0.1271], [-4.6682, -0.2673, -0.0040], [-4.8976, -1.3019, -0.8622], [-4.3323, -2.3821, -0.4161], [-3.7571, -2.0955, 0.7581], [-3.9449, -0.8345, 1.0040], [-2.1820, 0.9289, -0.0428], [-0.2401, -1.0893, 0.1094], [0.7254, -2.0714, 0.1323], [2.0726, -1.7405, 0.0287], [3.2327, -2.9992, 0.0828], [5.0408, 3.3682, 1.3968], [6.4263, 3.6247, 0.3259], [4.7794, 3.7982, -0.2965], [6.0533, 1.1844, 0.6846], [5.7637, 1.6094, -1.0118], [1.7798, 1.6120, -0.2057], [0.1040, 3.2527, -0.0092], [-2.4147, 4.1862, -0.0398], [-4.8649, 2.9627, -0.1717], [-5.4422, -1.2017, -1.7771], [-3.6197, -0.3093, 1.8781], [-1.2803, -1.3646, 0.1941], [0.4416, -3.1066, 0.2311]],
  "forces_ev_per_angstrom": [[-0.21, -0.42, -0.06], [0.53, 0.11, -0.11], [-0.28, 0.26, 0.15], [0.29, -0.19, -0.14], [-0.08, 0.20, 0.02], [-0.13, -0.15, 0.01], [-0.26, -0.13, 0.03], [0.18, -0.59, -0.02], [0.21, 1.20, -0.01], [0.18, -0.81, 0.00], [-0.80, -0.74, 0.00], [0.66, 1.03, 0.06], [0.05, -0.78, 0.08], [-1.14, 1.10, -0.23], [0.86, -0.95, 0.17], [-0.06, 0.34, -0.01], [-0.46, -0.56, -1.02], [0.68, 0.01, 1.07], [-0.27, 0.19, 0.03], [0.07, -0.18, -0.07], [0.07, 0.32, -0.02], [0.22, -0.02, -0.02], [-0.16, 0.37, -0.04], [-0.01, -0.42, 0.08], [0.00, 0.07, 0.10], [0.09, 0.06, 0.00], [-0.03, 0.11, -0.06], [-0.09, 0.05, -0.14], [-0.03, -0.01, 0.18], [0.04, 0.09, 0.00], [0.23, 0.07, 0.01], [-0.12, 0.21, -0.01], [0.00, 0.08, -0.03], [-0.17, 0.08, -0.19], [0.05, 0.17, 0.15], [-0.11, -0.06, 0.00], [0.00, -0.11, 0.02]],
  "nbo_charge": [-0.623, -0.070, -0.516, 0.781, -0.569, -0.191, -0.142, -0.050, 0.306, -0.301, -0.216, 0.147, 0.082, -0.246, -0.233, 0.141, -0.283, -0.297, 0.135, -0.390, -0.161, -0.228, 0.014, 0.062, 0.213, 0.220, 0.210, 0.191, 0.192, 0.230, 0.234, 0.235, 0.214, 0.212, 0.210, 0.245, 0.240],
  "de_lowest_kj_mol": 140.19,
  "orbital_gap_ev": 7.762,
  "e_lumo_ev": -0.72,
  "max_force_ev_per_a": 1.6,
  "homo_ev": -8.5
}

=====

Entry 3:
{
  "formula": "C7H11N",
  "method": "ωB97M-V/def2-TZVPD",
  "elements": ["C", "C", "C", "C", "C", "C", "H", "H", "H", "H", "H", "H", "C", "N", "H", "H", "H", "H", "H"],
  "xyz": [[-1.0454, -1.3128, -0.9588], [-1.7888, -0.0732, -1.0455], [-1.7692, 0.6041, 0.1402], [-1.1173, 0.2024, 1.2899], [-0.2454, -0.8277, 1.2484], [-0.1766, -1.5934, 0.0785], [-1.0098, -1.8724, -1.9922], [-2.3337, 0.0890, -1.8485], [-2.5400, 1.3201, 0.3446], [-1.4686, 0.8609, 2.0711], [0.4272, -0.9853, 2.0517], [0.3083, -2.4779, -0.1817], [2.2413, 0.6134, -0.0155], [1.2455, 1.1527, -0.8746], [3.2444, 1.0631, -0.1409], [2.1563, 0.6239, 1.0765], [2.2477, -0.4094, -0.1440], [0.3753, 0.8588, -0.4566], [1.2488, 2.1637, -0.6428]],
  "forces_ev_per_angstrom": [[-0.39, 1.72, -3.74], [3.79, -3.93, 4.49], [-2.33, 0.30, -0.13], [-1.01, 1.43, -0.58], [1.01, -1.02, -0.18], [-2.19, 0.71, -0.72], [0.06, 0.57, 2.44], [-2.53, 1.25, -3.54], [-0.05, 0.95, -0.43], [1.04, -0.50, 0.98], [0.36, -0.53, 0.78], [1.66, -1.27, 0.86], [2.10, 0.71, 1.28], [-0.39, 2.15, 0.73], [-0.40, -0.38, -0.58], [-0.85, 0.82, 0.34], [0.70, -2.40, -0.85], [-0.35, -0.08, -0.46], [-0.22, -0.52, -0.69]],
  "nbo_charge": [-0.178, -0.197, -0.227, -0.239, -0.198, -0.254, 0.210, 0.207, 0.206, 0.226, 0.218, 0.229, -0.412, -0.808, 0.185, 0.152, 0.183, 0.361, 0.337],
  "de_lowest_kj_mol": 222.22,
  "orbital_gap_ev": 10.190,
  "e_lumo_ev": 1.03,
  "max_force_ev_per_a": 7.1,
  "homo_ev": -9.2
}

=====

Entry 4:
{
  "formula": "H12O6",
  "method": "ωB97M-V/def2-TZVPD",
  "elements": ["H", "H", "H", "H", "H", "H", "H", "H", "H", "H", "H", "H", "O", "O", "O", "O", "O", "O"],
  "xyz": [[-0.8026, 2.7765, 0.0787], [0.3226, 1.6722, -1.4055], [2.2556, 0.9413, 0.2313], [2.7653, 1.9667, -0.8471], [1.5154, -1.3064, 0.4582], [2.4217, -1.0153, 1.7857], [-2.1447, 0.9482, 1.8381], [-1.8434, 1.1240, 0.5071], [0.8617, -2.9010, -0.0588], [-0.3910, -1.8437, -0.7523], [-2.1180, -1.0772, 0.5075], [-2.3855, -1.2875, -1.5774], [-0.7383, 2.0393, -0.9838], [1.9425, 1.7741, -0.3122], [2.3914, -0.8418, 0.8338], [-2.6699, 0.7958, 1.0148], [0.6623, -2.0743, -0.7963], [-2.0450, -1.6910, -0.5216]],
  "forces_ev_per_angstrom": [[1.53, -3.35, -5.26], [-4.00, 2.26, 3.35], [-1.01, 1.57, -1.27], [-1.37, -0.18, 0.84], [2.27, 1.38, 0.37], [-0.04, 0.07, -0.31], [-1.47, -0.44, 0.29], [-1.93, -0.68, -0.87], [-1.40, 3.29, -3.47], [2.31, -1.06, 0.29], [-0.54, -1.36, -5.42], [1.25, -0.89, 5.71], [2.22, 1.21, 2.40], [2.51, -1.67, 0.23], [-1.97, -0.87, -0.24], [3.67, 0.81, 0.41], [-1.31, -2.66, 3.43], [-0.73, 2.59, -0.49]],
  "nbo_charge": [0.476, 0.556, 0.520, 0.473, 0.508, 0.468, 0.460, 0.499, 0.468, 0.528, 0.557, 0.530, -1.041, -0.995, -1.007, -0.942, -0.996, -1.062],
  "de_lowest_kj_mol": 622.92,
  "orbital_gap_ev": 10.677,
  "e_lumo_ev": -0.15,
  "max_force_ev_per_a": 6.4,
  "homo_ev": -10.8
}

=====

Entry 5:
{
  "formula": "C4H2N4",
  "method": "ωB97M-V/def2-TZVPD",
  "elements": ["C", "N", "N", "C", "C", "N", "C", "N", "H", "H"],
  "xyz": [[-0.7072, -1.5378, -1.5270], [-0.4437, -1.0344, -0.4125], [0.3404, 0.0914, -0.5404], [0.3059, 0.8273, 0.5432], [1.2841, 1.9104, 0.6968], [1.9262, 2.8795, 0.9276], [-0.2874, 0.5125, 1.7199], [-0.5872, -0.0260, 2.6944], [-0.2546, -1.3011, -2.4361], [-1.5765, -2.3217, -1.6658]],
  "forces_ev_per_angstrom": [[-2.96, -2.75, -0.63], [-1.02, 0.60, 0.97], [0.71, 1.10, 1.58], [3.11, 0.36, -3.96], [1.30, 3.58, 0.18], [-2.07, -3.57, -0.85], [-1.83, -2.26, 3.37], [-0.19, 0.68, -0.20], [0.90, 1.02, -1.39], [2.06, 1.24, 0.92]],
  "nbo_charge": [0.021, -0.310, -0.145, 0.032, 0.242, -0.227, 0.201, -0.176, 0.172, 0.192],
  "de_lowest_kj_mol": 297.75,
  "orbital_gap_ev": 8.965,
  "e_lumo_ev": -1.86,
  "max_force_ev_per_a": 5.0,
  "homo_ev": -10.8
}

=====

Entry 6:
{
  "formula": "C18H20AsCl5GdN3O6S",
  "method": "ωB97M-V/def2-TZVPD",
  "elements": ["Gd", "C", "C", "N", "C", "C", "N", "C", "C", "N", "H", "H", "H", "H", "H", "H", "H", "H", "H", "H", "H", "H", "H", "H", "H", "Cl", "C", "C", "C", "Cl", "C", "Cl", "C", "Cl", "C", "Cl", "O", "As", "O", "O", "C", "C", "C", "C", "C", "C", "S", "O", "O", "O", "H", "H", "H", "H", "H"],
  "xyz": [[-0.5493, 0.1386, -0.2043], [0.9640, -2.3194, 1.2672], [1.0036, -1.3767, 2.4977], [0.5709, -0.0235, 2.1325], [1.5335, 1.0437, 2.4254], [1.3346, 2.1985, 1.4383], [1.3445, 1.6866, 0.0525], [2.7132, 1.4010, -0.4348], [2.6449, -1.1846, -0.0745], [1.2182, -1.5612, 0.0251], [-0.0296, -2.7723, 1.1892], [1.7091, -3.1149, 1.4093], [2.0226, -1.3294, 2.8891], [0.3722, -1.7988, 3.2857], [-0.3237, 0.2020, 2.5753], [2.5458, 0.6493, 2.3029], [1.4356, 1.4239, 3.4519], [2.1279, 2.9414, 1.5934], [0.3605, 2.6624, 1.6324], [0.9628, 2.4245, -0.5467], [3.4143, 1.5337, 0.3906], [2.9879, 2.1131, -1.2183], [2.9949, -0.8976, 0.9157], [3.2406, -2.0483, -0.4012], [1.0191, -2.1845, -0.7652], [0.6803, 0.0746, -2.5361], [2.4288, -0.1732, -2.4196], [3.0157, -0.0157, -1.0445], [4.5224, -0.0778, -1.1884], [5.4078, 0.0642, 0.3033], [5.2092, -0.1693, -2.3567], [6.9330, -0.1732, -2.3385], [4.5479, -0.2708, -3.5923], [5.4357, -0.4405, -5.0664], [3.1568, -0.2410, -3.5814], [2.3099, -0.3323, -5.0749], [-3.5971, 3.2416, 0.2618], [-2.7954, 1.6517, 0.1305], [-1.7893, 1.5566, 1.4360], [-1.7513, 1.7680, -1.1488], [-4.3708, 0.5025, 0.0644], [-5.6206, 1.0695, 0.2803], [-6.7445, 0.2576, 0.3011], [-6.6272, -1.1097, 0.1036], [-5.3800, -1.6702, -0.1248], [-4.2623, -0.8589, -0.1383], [-2.6434, -1.5927, -0.2899], [-1.9035, -1.1431, 0.9145], [-2.7704, -3.0163, -0.3743], [-1.9464, -0.9811, -1.4317], [-2.9042, 3.9086, 0.3123], [-5.6956, 2.1367, 0.4414], [-7.7150, 0.6974, 0.4768], [-7.5019, -1.7399, 0.1390], [-5.2441, -2.7282, -0.2869]],
  "forces_ev_per_angstrom": [[4.34, 1.97, 1.50], [-0.12, 0.06, 0.26], [0.08, -0.27, -0.29], [-0.60, 0.08, 0.46], [-0.04, 0.38, -0.31], [-0.09, -0.09, 0.35], [0.22, 0.79, -0.09], [0.23, -0.38, -0.18], [0.13, 0.32, -0.18], [0.41, -0.75, -0.33], [0.22, -0.01, -0.02], [-0.16, 0.03, -0.07], [-0.09, -0.02, 0.03], [0.10, 0.04, -0.09], [0.30, -0.05, -0.07], [-0.09, -0.03, 0.09], [0.10, -0.08, -0.15], [-0.13, -0.01, -0.02], [0.18, -0.04, -0.10], [0.09, -0.21, 0.19], [-0.11, 0.11, -0.02], [-0.06, -0.01, 0.12], [-0.06, -0.13, 0.05], [-0.14, 0.10, 0.14], [0.11, 0.15, 0.23], [0.52, 0.04, -1.17], [0.22, -0.16, 0.20], [-0.22, 0.04, 0.25], [0.25, 0.08, -0.23], [0.16, -0.04, 0.40], [-0.23, 0.00, 0.28], [0.08, -0.02, -0.02], [-0.03, 0.07, -0.56], [0.03, -0.05, -0.12], [0.00, -0.09, 0.14], [-0.09, 0.01, -0.30], [-0.17, -0.98, -0.20], [-2.63, 3.64, 1.08], [0.21, -0.73, 0.20], [-0.05, -0.19, -0.94], [0.38, 0.67, -0.01], [0.26, 0.22, -0.01], [-0.02, -0.12, -0.01], [0.06, 0.16, -0.01], [0.15, -0.20, -0.07], [0.49, -0.30, -0.03], [-1.47, -2.76, 0.01], [-0.94, -0.73, 0.77], [-0.33, 0.40, 0.01], [-1.30, -0.80, -1.14], [0.08, 0.06, 0.00], [-0.06, -0.04, -0.02], [-0.05, 0.03, 0.02], [-0.07, -0.06, -0.04], [-0.07, -0.11, 0.03]],
  "mulliken_spin": [7.220, 0.000, -0.002, -0.025, 0.001, 0.002, -0.032, 0.000, 0.004, -0.039, 0.001, 0.000, 0.000, 0.000, -0.003, 0.000, 0.000, 0.000, 0.000, 0.000, 0.000, -0.001, -0.001, 0.000, 0.001, -0.012, 0.001, 0.000, -0.002, 0.000, 0.000, 0.000, 0.000, 0.000, 0.000, 0.000, -0.002, -0.014, -0.007, -0.036, 0.000, 0.000, 0.000, 0.000, 0.000, 0.001, -0.010, -0.027, 0.000, -0.018, 0.000, 0.000, 0.000, 0.000, 0.000],
  "spin_multiplicity": 8,
  "de_lowest_kj_mol": 192.02,
  "s2": 15.836,
  "orbital_gap_ev": [4.813, 5.374],
  "e_lumo_ev": [-1.03, -0.47],
  "max_force_ev_per_a": 5.0,
  "homo_ev": [-5.8, -5.8]
}

=====

> Number 6 is which compound?

C18H20AsCl5GdN3O6S